No. 1
Molecular formula: C2H3N3O2
Method: DFT, the ωB97M-V functional and the def2-TZVPD basis

```
! RIJCOSX wB97M-V def2-TZVPD def2/J DEFGRID3
* xyz 0 1
C 0.098 -0.815 1.407
O 0.215 -0.940 2.610
N -0.948 -0.852 -0.526
N 0.277 -0.982 -0.744
H 2.157 -0.793 0.330
C 1.070 -0.894 0.321
N -1.176 -0.862 0.835
H -2.014 -0.744 1.352
O -0.400 1.706 -1.240
H -0.868 2.443 -1.713
*
```

The calculation puts the LUMO energy (spin up / spin down) at -4.0 / -3.9 eV. The HOMO energy (spin up / spin down) comes out at -8.7 / -8.7 eV.

***

No. 2
Molecular formula: C2H3N3O2
Method: DFT, the ωB97M-V functional and the def2-TZVPD basis

```
! RIJCOSX wB97M-V def2-TZVPD def2/J DEFGRID3
* xyz 0 1
C 0.052 0.159 -0.294
N 1.330 0.178 0.390
N -1.286 2.319 -0.022
O -0.271 -2.104 0.365
H 2.080 -0.303 0.097
C -0.660 1.371 -0.037
N -0.793 -1.142 -0.105
O -2.000 -1.015 -0.301
H 1.290 0.273 1.389
H 0.258 0.264 -1.481
*
```

The calculation puts the LUMO energy at -0.3 eV. The HOMO energy comes out at -10.8 eV. The SMILES is N#C[C@@H](N)[N+](=O)[O-].

***

No. 3
Molecular formula: C2H3N3O2
Method: DFT, the ωB97M-V functional and the def2-TZVPD basis

```
! RIJCOSX wB97M-V def2-TZVPD def2/J DEFGRID3
* xyz 0 1
O -0.976 1.627 0.026
O 1.218 1.071 0.075
H -1.860 -1.520 0.856
H -2.296 -1.450 -0.683
N -1.684 -0.991 0.034
C -0.057 0.681 -0.016
C -0.347 -0.715 0.015
N 0.866 -1.281 -0.004
N 1.762 -0.537 -0.092
H -1.961 1.246 -0.544
*
```

The calculation puts the LUMO energy at 0.1 eV. The HOMO energy comes out at -8.9 eV. The SMILES is Nc1nnoc1O.

***

No. 4
Molecular formula: C2H3N3O2
Method: DFT, the ωB97M-V functional and the def2-TZVPD basis

```
! RIJCOSX wB97M-V def2-TZVPD def2/J DEFGRID3
* xyz 0 1
O -0.213 -1.386 -1.329
C 0.334 -0.830 -0.381
H 2.610 0.529 1.437
N 0.996 -0.117 0.391
H 2.372 -1.122 1.355
O -2.707 1.271 0.895
N 2.276 -0.231 0.830
N -1.927 0.748 -1.237
C -2.268 1.036 -0.136
H -1.473 0.102 -1.824
*
```

The calculation puts the LUMO energy at 0.3 eV. The HOMO energy comes out at -9.5 eV. The SMILES is NN=C=O.N=C=O.

***

No. 5
Molecular formula: C2H3N3O3
Method: DFT, the ωB97M-V functional and the def2-TZVPD basis

```
! RIJCOSX wB97M-V def2-TZVPD def2/J DEFGRID3
* xyz 0 1
O -1.258 1.155 -1.393
H -1.658 0.453 -2.090
C -0.652 0.731 -0.307
N 0.828 -0.406 0.694
O 0.665 0.559 2.696
N -0.274 1.549 0.566
H 1.071 -1.266 1.227
O 0.617 -1.013 -1.372
C 0.508 0.632 1.477
H 0.138 -1.858 -1.244
N 0.016 -0.535 -0.254
*
```

The calculation puts the LUMO energy at 0.0 eV. The HOMO energy comes out at -9.4 eV. The SMILES is O=c1nc(O)n(O)[nH]1.

***

No. 6
Molecular formula: C2H3N3O3
Method: DFT, the ωB97M-V functional and the def2-TZVPD basis

```
! RIJCOSX wB97M-V def2-TZVPD def2/J DEFGRID3
* xyz 0 1
H -1.507 -1.560 1.633
N -1.740 -1.363 0.259
O 2.552 -0.094 0.048
H 0.883 -1.877 -0.432
C 1.333 -0.111 0.013
C -0.670 0.717 -0.037
N -0.742 -0.574 -0.548
H -3.101 -1.057 0.167
N 0.564 -0.971 -0.158
O -1.552 1.605 -0.117
O 0.647 1.140 0.308
*
```

The calculation puts the LUMO energy at -0.8 eV. The HOMO energy comes out at -10.6 eV.

***

No. 7
Molecular formula: C2H3N3O3S
Method: DFT, the ωB97M-V functional and the def2-TZVPD basis

```
! RIJCOSX wB97M-V def2-TZVPD def2/J DEFGRID3
* xyz 0 1
O 0.201 -0.939 -0.251
N 0.595 0.814 1.396
H 0.582 1.828 1.711
H -1.775 -2.553 -0.539
C -1.139 -0.783 -0.225
N -2.088 -1.657 -0.245
O 2.542 -0.217 0.002
H 2.743 -0.037 -0.951
C -1.610 0.524 0.044
N -2.097 1.571 0.129
S 1.122 0.375 0.090
O 0.925 1.074 -1.161
*
```

The calculation puts the LUMO energy at 0.0 eV. The HOMO energy comes out at -10.9 eV. The SMILES is [H]/N=C(/C#N)O[S@](=N)(=O)O.

***

No. 8
Molecular formula: C2H3N3OS
Method: DFT, the ωB97M-V functional and the def2-TZVPD basis

```
! RIJCOSX wB97M-V def2-TZVPD def2/J DEFGRID3
* xyz 0 1
C 0.177 -1.523 0.641
N -0.025 -0.263 0.147
O -1.100 1.602 -0.133
C 0.950 0.406 -0.680
N 0.118 -2.466 1.313
H 1.238 1.505 -0.269
N -1.192 0.484 0.332
H 1.803 -0.319 -0.726
H 0.553 0.673 -1.722
S -2.522 -0.100 1.098
*
```

The calculation puts the LUMO energy at -1.1 eV. The HOMO energy comes out at -9.7 eV. The SMILES is CN(C#N)[N+]([O-])=S.

***

No. 9
Molecular formula: C2H3N3OS
Method: DFT, the ωB97M-V functional and the def2-TZVPD basis

```
! RIJCOSX wB97M-V def2-TZVPD def2/J DEFGRID3
* xyz 0 1
S -0.927 0.182 -1.110
O 0.114 -1.095 2.251
N -1.303 -1.068 2.299
H 0.724 1.153 -2.530
H 1.300 -0.211 -1.466
N 0.518 -0.632 1.118
N -1.704 -0.414 1.227
C 0.680 0.804 -1.477
C -0.595 -0.314 0.565
H 1.191 1.594 -0.877
*
```

The calculation puts the LUMO energy at -0.3 eV. The HOMO energy comes out at -9.4 eV. The SMILES is CSc1nnon1.

***

No. 10
Molecular formula: C2H3N3S
Method: DFT, the ωB97M-V functional and the def2-TZVPD basis

```
! RIJCOSX wB97M-V def2-TZVPD def2/J DEFGRID3
* xyz 0 1
N 1.871 1.840 0.456
H 1.074 -0.406 2.001
C 1.245 0.807 0.233
C 0.325 -0.381 0.419
N -0.866 -0.463 -0.427
N 0.413 -0.993 1.508
H -1.662 0.776 -2.058
H -1.639 -1.010 -0.024
S -0.761 -0.171 -2.108
*
```

The calculation puts the LUMO energy at 0.1 eV. The HOMO energy comes out at -9.8 eV. The SMILES is [H]/N=C(\C#N)NS.

***

No. 11
Molecular formula: C2H3N3S
Method: DFT, the ωB97M-V functional and the def2-TZVPD basis

```
! RIJCOSX wB97M-V def2-TZVPD def2/J DEFGRID3
* xyz 0 1
N 0.879 0.856 -0.875
H -1.055 1.511 -1.262
S -1.205 -0.763 -0.439
N 1.581 0.087 -0.223
H -0.211 -2.100 1.351
C -0.514 0.945 -0.513
C -0.038 -1.254 0.714
H -0.650 1.378 0.486
N 1.213 -0.660 0.761
*
```

The calculation puts the LUMO energy at -0.6 eV. The HOMO energy comes out at -9.3 eV. The SMILES is C1=NN=NCS1.

***

No. 12
Molecular formula: C2H3N3S
Method: DFT, the ωB97M-V functional and the def2-TZVPD basis

```
! RIJCOSX wB97M-V def2-TZVPD def2/J DEFGRID3
* xyz 0 1
S -2.901 -0.372 0.026
N 0.825 1.005 0.015
C 0.978 -0.329 -0.010
N -1.167 0.194 -0.122
H 1.889 -0.779 0.072
N -0.418 1.396 -0.093
C -0.305 -0.823 -0.075
H 1.633 1.528 0.268
H -0.535 -1.822 -0.080
*
```

The calculation puts the LUMO energy (spin up / spin down) at 0.1 / 0.1 eV. The HOMO energy (spin up / spin down) comes out at -7.8 / -7.8 eV. The SMILES is [S-][n+]1cc[nH]n1.

***

No. 13
Molecular formula: C2H3N3S2
Method: DFT, the ωB97M-V functional and the def2-TZVPD basis

```
! RIJCOSX wB97M-V def2-TZVPD def2/J DEFGRID3
* xyz 0 1
S -0.023 -2.056 0.108
N -1.282 0.334 -0.517
H -0.199 1.241 1.887
H -0.479 1.168 -2.263
H 0.566 -0.408 2.108
C -0.001 0.246 1.518
C -0.685 -0.319 0.484
S 1.551 -0.990 -0.569
N 0.896 0.216 -1.342
N -0.343 0.568 -1.416
*
```

The calculation puts the LUMO energy (spin up / spin down) at 0.1 / 0.1 eV. The HOMO energy (spin up / spin down) comes out at -7.7 / -7.7 eV.

***

No. 14
Molecular formula: C2H3N4
Method: DFT, the ωB97M-V functional and the def2-TZVPD basis

```
! RIJCOSX wB97M-V def2-TZVPD def2/J DEFGRID3
* xyz -1 1
N 1.248 1.160 -0.594
N 2.332 -0.552 0.330
N 2.446 0.584 -0.316
N 1.023 -0.866 0.471
H -1.825 -1.186 -0.289
H -2.340 0.654 -0.583
H -1.501 0.114 1.069
C 0.466 0.207 -0.111
C -1.850 -0.116 0.024
*
```

The calculation puts the LUMO energy (spin up / spin down) at 4.1 / 4.1 eV. The HOMO energy (spin up / spin down) comes out at -4.7 / -4.7 eV.

***

No. 15
Molecular formula: C2H3N4
Method: DFT, the ωB97M-V functional and the def2-TZVPD basis

```
! RIJCOSX wB97M-V def2-TZVPD def2/J DEFGRID3
* xyz 1 1
N 0.751 -1.078 -0.345
C 1.943 -0.524 -0.516
N -2.270 -0.497 -0.092
H 0.627 2.007 0.425
H -2.095 -1.474 -0.290
N 2.272 0.681 -0.112
N 0.230 0.043 -0.114
C 1.027 1.078 0.209
H -2.485 -0.236 0.835
*
```

The calculation puts the LUMO energy (spin up / spin down) at -9.5 / -9.5 eV. The HOMO energy (spin up / spin down) comes out at -16.2 / -16.2 eV.

***

No. 16
Molecular formula: C2H3N4O
Method: DFT, the ωB97M-V functional and the def2-TZVPD basis

```
! RIJCOSX wB97M-V def2-TZVPD def2/J DEFGRID3
* xyz 1 1
C 1.554 -1.591 -1.039
H -0.140 -0.155 -0.550
N -1.142 0.281 -0.297
H 1.319 0.345 -1.395
N 0.206 1.686 3.000
O 1.689 -2.687 -0.843
N 0.996 -0.519 -1.032
C -2.213 0.663 -0.232
H -3.213 0.995 -0.203
N 0.946 0.981 2.591
*
```

The calculation puts the LUMO energy at -4.3 eV. The HOMO energy comes out at -16.7 eV.

***

No. 17
Molecular formula: C2H3N4S
Method: DFT, the ωB97M-V functional and the def2-TZVPD basis

```
! RIJCOSX wB97M-V def2-TZVPD def2/J DEFGRID3
* xyz -1 1
N -1.681 -0.589 -0.429
C 1.360 1.180 0.024
H 1.778 -0.468 1.081
N 1.046 2.276 0.159
H 2.211 -0.568 -0.690
N -2.489 0.176 -0.031
H 0.628 -0.712 -0.336
C 1.493 -0.207 0.091
N -3.212 1.033 0.002
S -1.135 -2.120 0.129
*
```

The calculation puts the LUMO energy at 3.8 eV. The HOMO energy comes out at -2.9 eV.

***

No. 18
Molecular formula: C2H3N5O
Method: DFT, the ωB97M-V functional and the def2-TZVPD basis

```
! RIJCOSX wB97M-V def2-TZVPD def2/J DEFGRID3
* xyz 0 1
H -2.773 -1.582 0.073
H 3.326 -0.196 -0.120
C 0.237 -0.148 -0.095
N 2.372 0.354 -0.112
N -0.774 -1.260 -0.019
N -0.240 1.251 -0.066
O -2.515 0.342 -0.155
H 2.289 1.116 0.526
N 1.442 -0.604 -0.066
N -1.401 1.627 0.010
C -1.963 -0.900 0.024
*
```

The calculation puts the LUMO energy at -0.9 eV. The HOMO energy comes out at -9.0 eV. The SMILES is N/N=c1/nconn1.

***

No. 19
Molecular formula: C2H3N5O
Method: DFT, the ωB97M-V functional and the def2-TZVPD basis

```
! RIJCOSX wB97M-V def2-TZVPD def2/J DEFGRID3
* xyz 0 1
C 1.296 -0.346 -0.012
O -1.347 0.901 0.136
N 2.445 -0.905 -0.116
N 0.093 -0.804 0.428
C -1.188 -0.295 0.119
N 1.055 1.124 -0.194
N -0.054 1.696 0.045
H 3.225 -0.312 -0.538
N -2.268 -0.990 -0.425
H 0.164 -1.916 0.841
H -2.152 -1.972 -0.191
*
```

The calculation puts the LUMO energy at -1.3 eV. The HOMO energy comes out at -9.5 eV. The SMILES is [H]/N=c1\nno/c(=N/[H])[nH]1.

***

No. 20
Molecular formula: C2H3N5O
Method: DFT, the ωB97M-V functional and the def2-TZVPD basis

```
! RIJCOSX wB97M-V def2-TZVPD def2/J DEFGRID3
* xyz 0 1
N -0.545 0.385 1.203
C 1.424 -0.241 -0.181
N 0.649 0.860 1.703
N -0.273 -0.476 -2.083
N -0.761 -0.061 0.075
N 1.552 0.203 1.080
H 2.540 -0.957 -0.292
O -1.969 -0.189 -0.320
C 0.271 -0.244 -0.961
H -1.821 -0.665 -1.178
H 0.509 -0.338 -2.955
*
```

The calculation puts the LUMO energy at -0.3 eV. The HOMO energy comes out at -9.1 eV. The SMILES is [H]/N=c1\cnnnn1O.